(1)
Density functional theory data (ωB97M-V/def2-TZVPD) for a 12-piece molecular cluster, C52H73BF11N2O36 overall in a non-equilibrium geometry.

Calculated values
Gap between HOMO and LUMO (eV): 4.96
Charge: -1
E_LUMO (eV): 1.210
Maximum force (eV/A): 3.30

Last column: Löwdin charge in e.
Element x y z (Å)
C 1.88847 1.68552 0.71791  -0.112
C 2.58774 2.52936 -0.34526  -0.238
C 2.59063 1.79636 -1.70460  -0.220
C 2.48825 2.73422 -2.90186  -0.206
C 2.99440 2.13067 -4.22783  -0.211
C 1.91470 1.46306 -5.08972  -0.210
C 1.10663 0.41659 -4.32824  -0.214
C 0.51084 -0.66293 -5.22720  -0.187
C -0.38434 -1.58471 -4.35793  -0.184
C -1.88302 -1.38640 -4.66157  -0.198
C -2.78286 -1.43705 -3.41607  -0.085
C -4.30730 -1.51708 -3.75252  -0.459
N -4.70236 -1.45196 -5.16057  0.100
O -4.73985 -2.83328 -3.38833  -0.083
B -5.35262 -2.80902 -2.04248  -0.655
O -5.67178 -1.40209 -1.71966  -0.038
C -5.20825 -0.65814 -2.80414  -0.298
C -6.17934 0.30064 -3.48534  -0.114
C -7.60635 -0.26192 -3.57170  -0.128
N -8.60481 0.82581 -3.58908  -0.046
C -9.19824 1.05953 -4.90627  -0.239
C -8.15118 1.20409 -6.00683  -0.076
C -9.50347 0.79119 -2.52815  -0.443
C -10.90629 1.37725 -2.72054  -0.016
O -9.21394 0.34590 -1.39048  0.019
H 2.54989 0.88326 1.03553  0.069
H 1.00442 1.20157 0.33037  0.030
H 1.57002 2.24426 1.59328  0.060
H 3.61629 2.68644 -0.02780  0.095
H 2.13771 3.51495 -0.44985  0.099
H 3.48964 1.18255 -1.74391  0.112
H 1.74086 1.12043 -1.71172  0.074
H 3.11033 3.60687 -2.70072  0.103
H 1.46374 3.06934 -3.04611  0.105
H 3.78958 1.40892 -4.04452  0.105
H 3.41699 2.96142 -4.79301  0.097
H 1.25491 2.24366 -5.47116  0.111
H 2.41104 1.01117 -5.94602  0.099
H 0.37029 0.88475 -3.67726  0.115
H 1.81196 -0.08993 -3.66663  0.106
H -0.09179 -0.25715 -6.02977  0.078
H 1.33789 -1.26718 -5.59284  0.110
H -0.19129 -1.35349 -3.31554  0.071
H -0.15859 -2.63442 -4.52290  0.106
H -2.04694 -0.44687 -5.18264  0.098
H -2.21179 -2.22920 -5.25987  0.101
H -2.56182 -2.33473 -2.84843  0.124
H -2.51936 -0.57365 -2.80326  0.110
H -4.29785 -2.26048 -5.61108  0.070
H -4.30959 -0.61540 -5.58151  0.065
H -4.58572 -3.39117 -1.25105  0.044
H -6.36260 -3.53842 -2.10728  0.050
H -4.47740 0.03292 -2.34847  0.122
H -5.79828 0.61848 -4.44878  0.081
H -6.25802 1.19585 -2.87846  0.105
H -7.71185 -0.92148 -2.71643  0.117
H -7.69181 -0.88397 -4.46026  0.115
H -9.72071 2.01086 -4.88816  0.095
H -9.95226 0.31827 -5.18405  0.122
H -7.82830 0.21835 -6.32606  0.070
H -7.31386 1.78260 -5.63672  0.073
H -8.57555 1.70115 -6.87487  0.068
H -11.57592 0.67431 -3.20617  0.082
H -11.29270 1.59009 -1.73262  0.071
H -10.87106 2.32886 -3.24168  0.064
C -2.07097 3.25694 -1.24654  -0.043
C -2.10004 4.57236 -1.99083  -0.318
O -2.73798 4.22609 -3.20616  0.125
C -3.56952 3.17086 -2.92981  -0.534
O -4.44756 2.80438 -3.63494  0.182
O -3.26201 2.62607 -1.73160  0.078
F -0.85535 5.04098 -2.26368  0.066
H -1.20023 2.65376 -1.50995  0.144
H -2.10528 3.37238 -0.16714  0.138
H -2.67090 5.36019 -1.49496  0.170
C -3.76474 -0.84733 2.29592  -0.028
C -3.01412 -0.62534 3.58520  -0.316
O -1.70738 -0.32654 3.13317  0.117
C -1.83906 0.24410 1.89295  -0.536
O -0.96432 0.84059 1.35768  0.169
O -3.06941 0.03890 1.39929  0.097
F -2.96760 -1.74744 4.35619  0.057
H -3.67297 -1.87202 1.93704  0.152
H -4.81663 -0.58969 2.35901  0.145
H -3.38404 0.20389 4.19165  0.170
C -8.02677 -4.80427 -4.14530  -0.042
C -9.35523 -5.19015 -3.54298  -0.317
O -10.28270 -4.69646 -4.50135  0.121
C -9.65167 -4.71347 -5.71178  -0.565
O -10.20926 -4.61710 -6.75800  0.153
O -8.32268 -4.86864 -5.55758  0.074
F -9.58183 -4.58125 -2.35735  0.079
H -7.72385 -3.79186 -3.87760  0.121
H -7.22472 -5.48598 -3.88111  0.141
H -9.50473 -6.26555 -3.42220  0.167
C 3.17691 1.36387 5.13223  -0.045
C 3.17931 2.63454 5.93842  -0.297
O 3.91966 3.51221 5.10391  0.104
C 3.71578 3.09002 3.80616  -0.542
O 3.97414 3.73975 2.85057  0.182
O 3.19296 1.84586 3.79012  0.079
F 3.84406 2.47774 7.11816  0.062
H 4.06895 0.75985 5.30709  0.135
H 2.29589 0.75242 5.30909  0.122
H 2.19223 3.05551 6.13416  0.177
C 3.06929 5.66234 10.82818  -0.057
C 3.18149 4.39822 10.01230  -0.319
O 2.08478 4.50400 9.11865  0.122
C 1.86551 5.84394 8.93199  -0.542
O 1.21010 6.30145 8.05971  0.188
O 2.50684 6.57334 9.88155  0.072
F 3.01650 3.29233 10.78139  0.074
H 2.38870 5.54142 11.67210  0.144
H 4.02859 6.02091 11.19188  0.139
H 4.10803 4.30806 9.44311  0.170
C 2.83472 -3.60102 -1.09390  -0.054
C 3.26121 -2.73626 0.06986  -0.304
O 2.60838 -1.51225 -0.20766  0.118
C 1.47176 -1.81727 -0.90876  -0.530
O 0.56555 -1.08001 -1.08246  0.180
O 1.53740 -3.08542 -1.39073  0.078
F 4.60766 -2.53361 0.07120  0.061
H 3.48802 -3.46249 -1.95715  0.143
H 2.78681 -4.65853 -0.84711  0.139
H 2.95290 -3.09953 1.05204  0.167
C 1.62681 -2.71657 6.62530  -0.062
C 0.83912 -2.07476 5.51427  -0.296
O 1.59973 -2.40493 4.36654  0.137
C 2.23901 -3.57848 4.63522  -0.552
O 2.74965 -4.26904 3.81676  0.172
O 2.20210 -3.84910 5.96297  0.070
F 0.79867 -0.72003 5.64175  0.060
H 2.42361 -2.04712 6.97482  0.109
H 1.00916 -3.03014 7.46466  0.141
H -0.17735 -2.45444 5.39897  0.171
C 6.63557 -4.04076 6.30116  -0.023
C 6.99797 -3.23464 7.52563  -0.303
O 6.26450 -2.03542 7.32269  0.138
C 5.17269 -2.35908 6.58343  -0.518
O 4.22336 -1.64830 6.44644  0.145
O 5.30528 -3.57617 6.03097  0.090
F 8.31866 -2.94807 7.57399  0.082
H 7.28297 -3.80900 5.45433  0.132
H 6.64579 -5.11288 6.47496  0.146
H 6.69571 -3.68592 8.47232  0.173
C 7.52548 3.05308 4.86137  -0.037
C 8.63434 3.17242 5.87780  -0.308
O 8.61988 1.89162 6.48878  0.139
C 8.15244 1.00777 5.56306  -0.533
O 8.23674 -0.17310 5.65926  0.162
O 7.57561 1.65769 4.52681  0.080
F 8.36642 4.11194 6.81687  0.078
H 6.54795 3.27950 5.28952  0.133
H 7.68436 3.67527 3.98505  0.147
H 9.62108 3.36398 5.45330  0.173
C 9.45626 -2.27240 3.66345  -0.057
C 9.98531 -2.14047 2.25672  -0.306
O 10.62311 -3.39027 2.05111  0.132
C 9.97318 -4.30636 2.82948  -0.545
O 10.07175 -5.48109 2.71404  0.182
O 9.19569 -3.68135 3.74934  0.055
F 10.90712 -1.14887 2.15432  0.073
H 10.20162 -1.99428 4.40884  0.147
H 8.55338 -1.69637 3.83693  0.121
H 9.21855 -1.99551 1.49435  0.176
C -1.76045 1.17543 -8.87309  -0.046
C -1.28835 1.13513 -10.30560  -0.317
O 0.11381 1.25870 -10.16793  0.127
C 0.44737 0.72773 -8.94954  -0.537
O 1.54715 0.43457 -8.62479  0.182
O -0.65989 0.57831 -8.17790  0.053
F -1.75987 2.18540 -11.02608  0.069
H -1.90537 2.19621 -8.51733  0.147
H -2.67429 0.60985 -8.70999  0.143
H -1.52023 0.20835 -10.83300  0.172

(2)
Density functional theory data (ωB97M-V/def2-TZVPD) for one molecule with the formula C10H8N4 in a non-equilibrium geometry.

Calculated values
SMILES: C1=Nc2ccccc2Cn2nncc21
Gap between HOMO and LUMO (eV): 8.69
E_LUMO (eV): -0.258
ΔE to the lowest compared entry with this formula, charge and spin (kJ/mol): 52.1
Maximum force (eV/A): 2.99

Last column: natural (NBO) charge in e.
Element x y z (Å)
C -2.12320 -0.38417 -0.56683  0.103
N -1.15444 -0.96463 -1.24235  -0.391
C 0.18932 -0.84928 -0.89858  0.100
C 0.91549 -2.04418 -1.04214  -0.189
C 2.26872 -2.12412 -0.67884  -0.207
C 2.90967 -0.96583 -0.20235  -0.204
C 2.19755 0.22880 -0.03836  -0.190
C 0.82450 0.28759 -0.33088  -0.055
C 0.14583 1.62578 -0.12245  -0.237
N -0.98686 1.44035 0.74667  -0.160
N -1.28083 2.23842 1.83289  -0.032
N -2.42210 1.88748 2.27695  -0.220
C -2.89968 0.84654 1.49910  -0.091
C -1.99534 0.56800 0.52421  0.003
H -3.13460 -0.61429 -0.90006  0.205
H 0.34531 -2.87861 -1.47458  0.233
H 2.84195 -3.05688 -0.73204  0.223
H 3.96813 -0.96716 0.08965  0.218
H 2.69866 1.07308 0.37559  0.212
H -0.27092 1.96364 -1.08938  0.215
H 0.80736 2.37704 0.30437  0.243
H -3.84454 0.31241 1.66941  0.221

(3)
Density functional theory data (ωB97M-V/def2-TZVPD) for one molecule with the formula C4H10O in a non-equilibrium geometry.

Calculated values
SMILES: CC[C@H](C)O
Gap between HOMO and LUMO (eV): 11.37
E_LUMO (eV): 0.981
ΔE to the lowest compared entry with this formula, charge and spin (kJ/mol): 127.6
Maximum force (eV/A): 3.62

Last column: natural (NBO) charge in e.
Element x y z (Å)
C -0.91228 -1.08283 1.39508  -0.632
C -0.13823 -0.90704 0.08298  -0.393
C 0.01018 0.54876 -0.24934  0.099
C 0.78604 0.75659 -1.53769  -0.657
O 0.57985 1.21155 0.99793  -0.775
H -1.90996 -0.65007 1.39344  0.204
H -0.25841 -0.49042 2.07393  0.239
H -0.95118 -2.16061 1.52739  0.208
H 0.80465 -1.53969 -0.02741  0.211
H -0.80343 -1.38737 -0.83032  0.188
H -1.01235 0.95444 -0.24368  0.166
H 0.38393 1.70456 -1.83407  0.211
H 1.81704 0.80254 -1.19393  0.222
H 0.69423 0.12078 -2.44100  0.232
H 0.90994 2.11881 0.88671  0.477

(4)
Density functional theory data (ωB97M-V/def2-TZVPD) for a 2-piece molecular cluster, C4H6N2O overall in a non-equilibrium geometry.

Calculated values
SMILES: c1cnccn1.O
Gap between HOMO and LUMO (eV): 10.04
E_LUMO (eV): 0.254
ΔE to the lowest compared entry with this formula, charge and spin (kJ/mol): 140.9
Maximum force (eV/A): 2.47

Last column: natural (NBO) charge in e.
Element x y z (Å)
C 1.95634 1.03333 -0.92530  -0.011
C 1.32132 -0.06307 -0.26887  -0.011
N 0.00000 0.00000 0.00000  -0.381
C -0.66303 1.13954 -0.39287  -0.020
C -0.07452 2.19267 -1.09970  -0.024
N 1.27753 2.15483 -1.31789  -0.375
H 3.04278 1.01785 -1.08347  0.203
H 1.86329 -0.90018 0.19062  0.209
H -1.73199 1.21396 -0.15329  0.198
H -0.57092 3.13193 -1.37717  0.213
O -1.81547 1.29590 -5.32452  -0.939
H -2.34499 1.41749 -4.50411  0.469
H -2.00315 0.37195 -5.60621  0.470

(5)
Density functional theory data (ωB97M-V/def2-TZVPD) for a 8-piece molecular cluster, C21H36N9O2 overall in a non-equilibrium geometry.

Calculated values
Gap between HOMO and LUMO (eV): 3.36
Charge: -1
E_LUMO (eV): 1.715
Maximum force (eV/A): 2.38

Last column: natural (NBO) charge in e.
Element x y z (Å)
C 2.01229 -0.48533 0.34608  -0.620
C 1.62112 -0.49998 -1.22809  -0.511
C 1.43688 1.00582 -1.70927  0.837
O 2.37453 1.79770 -1.56899  -0.631
O 0.24554 1.44261 -2.30028  -0.569
C -0.46847 2.42135 -1.47988  -0.112
C -0.82582 1.95593 0.00758  -0.284
N -2.31017 1.95754 0.12950  -0.836
C -2.86007 0.59155 0.16630  -0.241
C -2.51045 -0.32894 -1.08433  -0.244
N -2.83113 -1.76957 -0.68554  -0.855
H 2.99218 -1.04109 0.41488  0.186
H 1.18695 -0.96021 0.94799  0.237
H 2.08252 0.59410 0.66057  0.236
H 0.69905 -1.13105 -1.37980  0.230
H 2.47941 -0.96746 -1.80769  0.218
H -1.45832 2.61125 -2.01113  0.220
H 0.05582 3.43448 -1.44819  0.143
H -0.36991 2.71485 0.73747  0.163
H -0.47129 0.90897 0.27360  0.151
H -4.00095 0.71154 0.16054  0.161
H -2.62986 0.03000 1.14244  0.147
H -1.40620 -0.33354 -1.36014  0.154
H -3.07661 -0.08469 -2.03098  0.166
H -2.02025 -2.03038 -0.09804  0.346
H -2.65555 -2.30245 -1.55764  0.326
C 5.05321 -3.12099 2.16310  -0.717
C 3.60234 -3.26338 1.84799  0.294
N 2.47170 -3.37438 1.60043  -0.335
H 5.61870 -3.90936 1.66605  0.254
H 5.41326 -2.15107 1.81749  0.258
H 5.20699 -3.19591 3.24004  0.250
C -6.61278 -1.39316 0.41043  -0.729
C -6.69092 -1.14269 1.87821  0.327
N -6.75189 -0.94633 3.02274  -0.390
H -6.81367 -0.46974 -0.13305  0.253
H -5.61463 -1.75109 0.14973  0.298
H -7.34918 -2.14477 0.12372  0.236
C 0.28541 -5.83916 2.15785  -0.721
C -1.16543 -5.98655 1.84147  0.289
N -2.29619 -6.10143 1.59444  -0.338
H 0.85355 -6.62692 1.66208  0.238
H 0.64641 -4.86897 1.81320  0.286
H 0.43874 -5.91359 3.23486  0.243
C 2.35510 4.36053 -3.65532  -0.725
C 1.85346 5.76050 -3.78180  0.299
N 1.46426 6.85329 -3.88049  -0.369
H 3.44402 4.36109 -3.59687  0.245
H 1.95088 3.89816 -2.75276  0.301
H 2.04516 3.77652 -4.52201  0.242
C 2.68267 -0.48596 4.24990  -0.705
C 1.31680 -0.02539 3.86847  0.255
N 0.25873 0.32746 3.54614  -0.277
H 3.22139 0.32266 4.74490  0.243
H 2.61054 -1.33582 4.92962  0.242
H 3.23249 -0.78789 3.35761  0.242
C -3.92229 0.57064 4.76062  -0.720
C -3.12949 -0.46103 4.03533  0.306
N -2.51896 -1.27118 3.46956  -0.345
H -4.98614 0.35479 4.65387  0.266
H -3.66176 0.56884 5.81978  0.231
H -3.71536 1.55718 4.34418  0.260
C 3.43741 4.39275 -7.17507  -0.714
C 4.06955 3.04276 -7.10985  0.287
N 4.56319 1.99088 -7.05904  -0.336
H 2.44538 4.36083 -6.72480  0.258
H 4.04965 5.11571 -6.63532  0.255
H 3.34645 4.70917 -8.21438  0.251